{"formula": "C3H27N2O8", "method": "the ωB97M-V functional and the def2-TZVPD basis", "symbols": ["C", "C", "C", "N", "N", "H", "H", "H", "H", "H", "H", "H", "H", "H", "H", "H", "H", "H", "O", "H", "H", "O", "H", "H", "O", "H", "H", "O", "H", "H", "O", "H", "H", "O", "H", "H", "O", "H", "H", "O"], "positions_angstrom": [[1.308, 0.806, -0.254], [-0.151, 1.127, -0.053], [-0.654, 0.152, 1.068], [-1.779, -0.675, 0.599], [1.517, -0.563, -0.833], [1.930, 0.858, 0.653], [1.949, 1.507, -0.801], [-0.745, 0.953, -0.941], [-0.248, 2.151, 0.347], [0.118, -0.500, 1.509], [-1.022, 0.724, 1.912], [-1.992, -0.515, -0.375], [-2.627, -0.390, 1.065], [2.542, -0.625, -1.107], [1.361, -1.298, -0.147], [0.970, -0.667, -1.686], [-0.043, -2.132, 2.559], [1.378, -2.198, 3.136], [0.881, -1.958, 2.344], [1.567, -4.320, -0.729], [1.063, -3.539, 0.426], [1.790, -3.548, -0.195], [-0.463, 4.013, 1.880], [-1.149, 2.846, 2.596], [-1.010, 3.237, 1.726], [-0.781, -0.617, -4.247], [-1.670, -0.395, -2.960], [-0.766, -0.531, -3.296], [-3.657, -0.149, -2.803], [-3.454, 1.168, -1.845], [-3.114, 0.334, -2.183], [3.538, -1.751, -2.896], [2.922, -2.801, -1.882], [2.981, -1.873, -2.128], [1.516, -0.196, 4.600], [0.974, 0.081, 3.311], [1.108, 0.554, 4.144], [-1.813, 3.808, -1.573], [-1.956, 3.574, -0.039], [-2.318, 3.347, -0.904]], "forces_ev_per_angstrom": [[1.291, 0.501, 0.196], [0.873, -0.567, 1.757], [-0.787, 0.265, -0.542], [-0.033, -0.280, 0.296], [1.348, 2.170, 0.675], [-0.806, -0.490, 0.422], [-0.834, -0.044, -0.943], [0.081, 0.334, -0.302], [0.035, -0.735, -0.790], [-0.270, 0.842, -0.941], [0.033, 0.323, 0.186], [0.162, -0.054, -0.188], [-0.147, -0.137, 0.194], [-1.665, -0.502, 0.234], [-0.311, -0.224, -0.217], [-0.238, -0.403, -0.100], [-0.088, -0.065, 0.005], [0.021, -0.260, -0.129], [0.348, -0.565, 0.393], [0.156, -0.070, -0.107], [-0.217, 0.225, 0.633], [-0.038, -0.291, -0.413], [0.010, 0.109, 0.159], [-0.049, 0.095, 0.042], [-0.093, 0.457, 0.332], [-0.212, -0.002, -0.243], [0.355, 0.324, -0.273], [0.468, -0.203, 0.705], [-0.918, 0.562, 0.072], [-0.407, 0.038, -0.423], [1.031, -0.580, 0.426], [0.262, -0.444, -0.247], [0.229, -0.042, -0.049], [0.666, -0.267, -0.744], [0.099, 0.555, 0.751], [-0.321, 0.568, -0.352], [0.209, -1.003, -0.381], [0.133, 0.196, 0.010], [0.023, 0.002, -0.003], [-0.399, -0.339, -0.100]], "lowdin_charge": [-0.160, -0.147, -0.258, 0.021, 0.158, 0.134, 0.130, 0.088, 0.076, 0.038, 0.094, 0.021, 0.068, 0.139, 0.110, 0.125, 0.076, 0.074, -0.058, 0.068, 0.030, -0.042, 0.077, 0.070, -0.049, 0.041, -0.010, -0.060, 0.066, 0.060, -0.042, 0.081, 0.052, -0.038, 0.039, -0.017, -0.053, 0.045, 0.001, -0.045], "multiplicity": 1, "charge": 1}


{"formula": "C3H28NO15", "method": "the ωB97M-V functional and the def2-TZVPD basis", "symbols": ["O", "C", "N", "C", "O", "O", "C", "H", "H", "H", "H", "H", "H", "O", "H", "H", "O", "H", "H", "O", "H", "H", "O", "H", "H", "O", "H", "H", "O", "H", "H", "O", "H", "H", "O", "H", "H", "O", "H", "H", "O", "H", "H", "O", "H", "H", "O"], "positions_angstrom": [[2.096, -0.087, -1.385], [1.134, 0.625, -1.013], [-0.111, 0.292, -1.430], [-1.377, 0.908, -1.002], [-1.279, 2.092, -0.626], [-2.352, 0.162, -1.047], [1.377, 1.813, -0.150], [-0.222, -0.552, -1.962], [1.323, 2.729, -0.721], [2.360, 1.765, 0.322], [0.617, 1.936, 0.647], [0.520, -0.126, 2.654], [1.810, -0.886, 2.188], [0.876, -0.999, 2.381], [-0.421, 3.270, -1.565], [-0.679, 4.119, -2.812], [-0.033, 3.971, -2.124], [3.229, -0.900, 0.664], [4.150, -0.049, 1.488], [3.485, -0.733, 1.567], [-1.160, -2.479, -2.626], [-0.954, -1.856, -4.042], [-0.501, -2.345, -3.350], [0.918, -2.716, -2.367], [1.844, -1.845, -1.522], [1.502, -2.753, -1.580], [-2.444, -1.631, -1.191], [-1.573, -2.732, -0.559], [-2.147, -2.546, -1.322], [-3.343, -0.611, 1.726], [-3.439, 0.168, 0.384], [-3.762, 0.169, 1.304], [0.450, -2.879, -0.194], [0.175, -2.152, 1.214], [-0.203, -2.753, 0.549], [3.633, 0.624, -1.232], [4.319, 2.019, -1.305], [4.446, 1.136, -0.954], [-1.855, -2.345, 1.696], [-1.667, -1.442, 2.940], [-2.332, -1.867, 2.382], [-1.100, 1.650, 2.740], [0.232, 2.139, 3.425], [-0.253, 1.343, 3.210], [-1.987, 2.404, 0.942], [-2.986, 1.612, 1.787], [-2.315, 2.337, 1.871]], "forces_ev_per_angstrom": [[-0.294, 0.203, 0.220], [-0.064, -0.607, -0.549], [-0.346, 0.903, 0.613], [1.529, 0.102, 0.106], [-0.488, -0.067, -0.201], [-0.584, -0.109, -0.306], [-0.313, 0.416, 1.283], [0.234, -0.481, -0.145], [0.046, 0.132, -0.325], [-0.075, -0.278, -0.263], [0.391, -0.311, -0.518], [0.145, -0.061, -0.080], [0.434, 0.221, 0.111], [-0.754, -0.155, 0.144], [-0.244, 0.048, 0.008], [-0.192, 0.042, -0.163], [0.372, 0.089, 0.032], [-0.176, -0.110, -0.742], [0.195, 0.313, -0.057], [0.172, -0.168, 0.475], [-0.378, -0.067, 0.168], [0.050, -0.063, -0.008], [0.106, 0.177, -0.393], [0.334, -0.054, 0.268], [0.031, 0.113, -0.069], [-0.115, -0.306, -0.262], [0.154, 0.210, 0.028], [0.170, 0.131, 0.185], [-0.430, -0.407, -0.262], [-0.037, 0.181, -0.182], [-0.004, -0.014, 0.127], [-0.394, -0.096, 0.042], [-0.234, 0.304, 0.629], [0.330, 0.254, -0.055], [-0.018, -0.596, -0.390], [0.590, 0.555, 0.262], [-0.045, 0.081, -0.063], [-0.266, -0.555, -0.087], [0.370, -0.105, -0.132], [0.068, -0.193, -0.254], [-0.237, 0.068, 0.537], [0.617, 0.101, 0.187], [0.049, 0.201, 0.036], [-0.686, -0.162, -0.237], [-0.114, 0.054, 0.426], [0.154, 0.129, 0.090], [-0.055, -0.062, -0.232]], "lowdin_charge": [-0.037, -0.413, 0.220, -0.608, -0.036, 0.011, 0.018, 0.108, 0.074, 0.077, 0.090, 0.004, -0.009, -0.073, -0.020, 0.022, -0.084, 0.028, 0.049, -0.029, -0.003, 0.056, -0.086, 0.013, 0.003, -0.075, 0.019, 0.008, -0.064, 0.007, 0.012, -0.082, 0.026, 0.000, -0.106, 0.000, 0.025, -0.098, 0.023, 0.057, -0.032, 0.020, 0.041, -0.094, 0.020, 0.016, -0.097], "multiplicity": 1, "charge": -1}


{"formula": "C3H28O12S", "method": "the ωB97M-V functional and the def2-TZVPD basis", "symbols": ["C", "O", "C", "C", "S", "H", "H", "H", "H", "H", "H", "H", "H", "O", "H", "H", "O", "H", "H", "O", "H", "H", "O", "H", "H", "O", "H", "H", "O", "H", "H", "O", "H", "H", "O", "H", "H", "O", "H", "H", "O", "H", "H", "O"], "positions_angstrom": [[0.310, 0.055, 0.707], [-0.372, -1.274, 0.708], [0.206, 0.459, 2.200], [1.369, 1.491, 2.614], [2.878, 1.195, 1.672], [1.298, -0.123, 0.107], [-0.447, 0.784, 0.309], [0.436, -0.520, 2.618], [-0.744, 0.737, 2.459], [1.693, 1.032, 3.543], [0.935, 2.496, 2.560], [-1.697, -1.084, 1.166], [-3.181, -0.250, 1.671], [-2.665, -1.148, 1.513], [0.928, -3.807, 0.127], [1.198, -2.485, -0.226], [1.632, -3.313, -0.335], [0.620, -2.763, 2.402], [1.039, -1.414, 3.078], [0.906, -2.373, 3.269], [-1.578, 2.877, -0.288], [-0.303, 2.359, -1.321], [-1.241, 2.719, -1.193], [-3.311, 0.041, -0.416], [-3.250, 1.385, -1.264], [-3.769, 0.554, -1.190], [1.672, 1.489, -2.212], [2.433, 2.326, -0.897], [2.306, 2.257, -1.854], [-0.953, 3.590, 1.003], [-1.668, 2.303, 1.315], [-1.833, 3.245, 1.385], [-2.002, -0.005, -3.721], [-1.491, -1.222, -2.728], [-1.976, -0.982, -3.612], [3.527, 0.525, -0.883], [2.605, -0.849, -1.017], [3.101, -0.134, -1.513], [2.118, -0.308, -3.296], [0.656, -0.780, -3.580], [1.156, -0.019, -3.395], [-0.697, -2.203, -0.428], [-1.023, -3.738, -0.135], [-0.818, -3.122, -0.918]], "forces_ev_per_angstrom": [[-2.564, -2.160, -0.243], [1.090, 1.449, -0.779], [5.838, -0.510, -1.773], [-1.259, -2.286, -0.603], [0.929, 0.795, -0.540], [-1.972, 1.439, 1.790], [1.007, -0.349, -1.208], [-0.936, 1.493, 0.196], [-2.511, 0.712, 0.642], [-0.450, 1.367, 0.959], [0.518, 0.046, 0.601], [0.698, 0.236, -0.099], [2.110, -2.787, -0.497], [-3.336, 2.619, 0.733], [0.775, -0.173, -0.681], [-0.461, 1.693, -0.001], [0.879, -1.548, 0.860], [0.336, 1.084, 1.019], [0.394, -1.876, 0.293], [0.077, -0.664, -0.555], [0.795, -0.388, -0.904], [-1.972, 0.775, 1.095], [0.932, -0.334, -1.239], [-1.048, 1.057, -2.021], [-0.185, -0.800, 0.053], [1.394, -0.396, 2.009], [2.268, 2.159, 2.009], [-0.582, -0.908, 0.235], [-1.994, -0.582, -2.149], [-1.723, -0.351, 1.336], [-0.056, -0.708, 0.573], [2.017, 1.090, -0.926], [0.227, -1.087, 0.727], [-1.562, 0.990, -2.252], [1.364, -0.083, 1.624], [-1.269, -1.511, -0.560], [1.370, 1.498, -0.345], [0.429, -1.073, 0.937], [-1.819, 0.558, 0.220], [-1.082, -1.558, -0.338], [2.669, 1.171, 0.095], [-0.065, -0.765, 0.066], [0.094, 1.573, -1.894], [-1.367, -0.907, 1.536]], "lowdin_charge": [-0.271, -0.383, -0.256, -0.690, 0.266, 0.065, 0.076, 0.039, 0.057, 0.003, 0.027, -0.066, 0.057, -0.194, 0.021, -0.037, -0.085, 0.038, -0.009, -0.114, -0.038, 0.064, -0.114, 0.053, 0.005, -0.125, 0.059, -0.043, -0.170, 0.100, 0.007, -0.070, 0.038, 0.075, -0.125, 0.018, 0.048, -0.167, 0.068, -0.007, -0.073, -0.007, 0.057, -0.197], "multiplicity": 1, "charge": -2}


Number 1: gap between HOMO and LUMO 9.48 eV. Number 2: gap between HOMO and LUMO 10.34 eV. Number 3: gap between HOMO and LUMO 5.86 eV.